C21H26Cl3IN4NiO3 as an isolated structure. Source: OMol25; level of theory: the ωB97M-V functional and the def2-TZVPD basis.

The value obtained for the HOMO energy (alpha / beta) is -8.047 / -7.495 eV. The expectation value of S² is 2.01. Its total energy is -4447.13535 a.u. As for the spin multiplicity: 3. Its LUMO energy (alpha / beta) is -0.2 / -0.9 eV.

Element x y z (Å)
Ni: 0.2080 0.7543 0.2270
Cl: -0.3352 -1.1226 2.7271
C: -0.6438 -2.6213 1.8180
Cl: 0.8612 -3.4851 1.4585
H: -1.1401 -2.3481 0.8912
H: -1.2528 -3.2616 2.4436
Cl: -4.4499 3.3424 -4.5793
C: -3.7142 2.0948 -3.6034
C: -4.5237 1.2962 -2.8118
C: -3.9301 0.3472 -1.9936
C: -2.5486 0.2026 -1.9600
C: -1.7622 0.9939 -2.7889
C: -2.3373 1.9437 -3.6198
C: -1.9269 -0.7669 -0.9694
O: -2.6804 -1.5088 -0.3371
O: -0.6558 -0.7083 -0.8359
H: -5.5979 1.4229 -2.8336
H: -4.5276 -0.2889 -1.3540
H: -0.6875 0.8663 -2.7601
H: -1.7324 2.5695 -4.2621
C: 2.2713 -0.8399 -1.0276
C: 3.7621 -1.1449 -1.3056
N: 4.6277 -0.2760 -0.5066
C: 4.3194 -0.4729 0.9082
C: 2.8422 -0.1111 1.1978
N: 2.1631 0.2816 -0.0607
C: 2.8686 1.4583 -0.6234
C: 4.3611 1.1152 -0.8607
H: 1.7429 -1.6898 -0.6011
H: 1.7295 -0.5513 -1.9273
H: 4.0066 -0.9916 -2.3581
H: 3.9993 -2.1815 -1.0615
H: 4.9996 0.1430 1.4991
H: 4.5175 -1.5162 1.1583
H: 2.7569 0.7281 1.8914
H: 2.2966 -0.9514 1.6217
H: 2.7518 2.2871 0.0774
H: 2.3644 1.7322 -1.5512
H: 5.0098 1.7535 -0.2583
H: 4.6331 1.2628 -1.9070
N: -5.5065 4.3259 -1.0534
C: -5.2702 3.6899 0.1264
O: -6.0861 3.6177 1.0209
C: -3.8946 3.0961 0.2775
C: -3.7354 2.0012 1.1120
C: -2.4906 1.4101 1.2127
N: -1.4184 1.8718 0.5546
C: -1.5661 2.9648 -0.2043
C: -2.7806 3.5985 -0.3795
H: -6.4501 4.6411 -1.2084
H: -4.9479 4.1263 -1.8671
H: -4.5840 1.6037 1.6503
H: -2.3372 0.5202 1.8067
H: -0.6756 3.3256 -0.7025
H: -2.8395 4.4733 -1.0128
I: 1.5649 4.9457 1.7830
C: 1.2494 3.1129 2.5922
H: 1.8665 2.7920 3.4139
H: 0.4722 2.5111 2.1496